No. 1
Computed, not measured: 5 unconnected molecules or ions with the total composition C27H57ClN5O9PS in a non-equilibrium geometry, with ωB97M-V with the def2-TZVPD basis set.

Each atom is followed by the atoms it is bonded to, with distances in Å.
Cartesian coordinates (Å):
1 N -4.72 2.70 -2.96  H2 1.018, H20 1.019, C96 1.468
2 H -4.61 3.69 -2.73  N1 1.018
3 H 4.78 -4.67 -5.39  C17 1.092
4 H 1.33 3.86 7.43  C81 1.091
5 H 2.42 2.11 -0.25  C55 1.106
6 H 0.94 -1.43 3.65  N56 1.018
7 H 2.39 -5.38 -2.48  C49 1.091
8 C -3.01 -1.85 -1.32  O18 1.155, C25 1.529, Cl54 1.808
9 H 2.04 0.97 5.04  C39 1.089
10 H -1.01 1.86 6.30  C62 1.098
11 H 4.70 -3.00 4.55  C63 1.092
12 H 3.09 -1.48 -4.03  C22 1.094
13 H 3.60 2.24 -1.53  C55 1.103
14 H 3.59 -5.40 -3.75  C49 1.090
15 C -0.06 0.81 -2.85  C41 1.325, H76 1.091, C93 1.492
16 O 1.46 -4.01 5.27  C34 1.416, C84 1.417
17 C 4.42 -3.78 -5.92  H3 1.092, O36 1.416, H40 1.093, H51 1.091
18 O -1.93 -2.27 -1.37  C8 1.155
19 O -1.93 -0.34 -3.63  C93 1.189
20 H -3.92 2.51 -3.57  N1 1.019
21 H 2.17 -3.02 -2.50  C77 1.095
22 C 3.13 -2.53 -4.34  H12 1.094, O36 1.417, C77 1.540, H90 1.098
23 O -4.65 3.22 -5.77  C69 1.417, C85 1.418
24 H 1.92 -4.97 -4.12  C49 1.092
25 C -3.39 -0.38 -1.18  C8 1.529, H30 1.097, C31 1.514, H87 1.105
26 H -6.98 0.88 -4.71  C61 1.092
27 P -2.86 1.94 0.85  O53 1.660, O70 1.632, S73 1.918, C75 1.840
28 H 4.35 -2.35 -1.97  N79 1.017
29 H 1.03 1.02 6.50  C39 1.094
30 H -3.86 -0.26 -0.20  C25 1.097
31 C -2.22 0.55 -1.43  C25 1.514, C75 1.330, C93 1.529
32 C 2.83 0.25 -1.39  H35 1.096, C47 1.598, C55 1.549, H58 1.103
33 H 0.89 4.64 5.06  N68 1.018
34 C 2.27 -5.16 5.06  O16 1.416, H65 1.091, H83 1.093, H91 1.092
35 H 2.25 -0.24 -2.18  C32 1.096
36 O 4.36 -2.67 -5.03  C17 1.416, C22 1.417
37 H 3.02 -1.08 4.68  C72 1.092
38 C -0.66 2.39 -1.10  C41 1.525, O50 1.176, C75 1.534
39 C 1.46 1.63 5.69  H9 1.089, H29 1.094, H45 1.093, O95 1.412
40 H 3.46 -3.98 -6.39  C17 1.093
41 C 0.35 1.81 -2.09  C15 1.325, C38 1.525, N94 1.415
42 H -5.28 0.53 -4.34  C61 1.091
43 H 2.96 -3.03 6.31  C84 1.097
44 H -0.05 3.09 8.23  C81 1.093
45 H 2.15 2.37 6.11  C39 1.093
46 H 3.77 -3.63 3.19  C63 1.090
47 C 2.59 -0.51 0.00  C32 1.598, H60 1.098, H82 1.099, H92 1.097
48 H -5.52 1.82 -7.04  C85 1.093
49 C 2.72 -4.87 -3.38  H7 1.091, H14 1.090, H24 1.092, C77 1.525
50 O -0.47 3.49 -0.73  C38 1.176
51 H 5.15 -3.54 -6.70  C17 1.091
52 H 1.45 -2.17 6.06  C84 1.094
53 O -4.45 1.95 0.39  P27 1.660, H64 0.984
54 Cl -4.36 -3.06 -1.37  C8 1.808
55 C 2.63 1.78 -1.28  H5 1.106, H13 1.103, C32 1.549, N94 1.487
56 N 1.74 -1.95 3.29  H6 1.018, C72 1.467, H74 1.018
57 H -0.57 5.13 4.63  N68 1.017
58 H 3.89 0.06 -1.62  C32 1.103
59 H -1.48 2.74 4.85  C62 1.094
60 H 2.57 0.24 0.81  C47 1.098
61 C -6.18 1.04 -3.99  H26 1.092, H42 1.091, H71 1.092, C96 1.526
62 C -0.69 2.65 5.61  H10 1.098, H59 1.094, C89 1.537, O95 1.418
63 C 3.99 -2.73 3.77  H11 1.092, H46 1.090, C72 1.525, H88 1.091
64 H -4.44 2.21 -0.56  O53 0.984
65 H 1.66 -6.03 5.30  C34 1.091
66 H -1.57 4.33 6.59  C89 1.094
67 H -5.94 4.41 -4.79  C69 1.094
68 N 0.02 5.02 5.44  H33 1.018, H57 1.017, C89 1.466
69 C -5.87 3.35 -5.06  O23 1.417, H67 1.094, C96 1.536, H101 1.097
70 O -2.77 0.78 1.99  P27 1.632, H78 0.972
71 H -6.47 0.56 -3.05  C61 1.092
72 C 2.74 -2.09 4.35  H37 1.092, N56 1.467, C63 1.525, C84 1.538
73 S -2.51 3.64 1.66  P27 1.918
74 H 1.36 -2.88 3.11  N56 1.018
75 C -1.88 1.57 -0.66  P27 1.840, C31 1.330, C38 1.534
76 H 0.61 0.36 -3.58  C15 1.091
77 C 3.01 -3.41 -3.08  H21 1.095, C22 1.540, C49 1.525, N79 1.468
78 H -2.03 0.17 1.82  O70 0.972
79 N 4.22 -3.32 -2.25  H28 1.017, C77 1.468, H80 1.018
80 H 5.02 -3.52 -2.85  N79 1.018
81 C 0.25 3.94 7.61  H4 1.091, H44 1.093, C89 1.526, H100 1.091
82 H 1.63 -1.05 -0.01  C47 1.099
83 H 3.15 -5.16 5.71  C34 1.093
84 C 2.18 -2.83 5.57  O16 1.417, H43 1.097, H52 1.094, C72 1.538
85 C -4.56 2.08 -6.60  O23 1.418, H48 1.093, H86 1.090, H99 1.093
86 H -3.85 2.30 -7.40  C85 1.090
87 H -4.14 -0.18 -1.97  C25 1.105
88 H 4.49 -2.04 3.08  C63 1.091
89 C -0.56 4.00 6.32  C62 1.537, H66 1.094, N68 1.466, C81 1.526
90 H 2.28 -2.68 -5.02  C22 1.098
91 H 2.57 -5.24 4.02  C34 1.092
92 H 3.40 -1.21 0.20  C47 1.097
93 C -1.45 0.26 -2.72  C15 1.492, O19 1.189, C31 1.529
94 N 1.65 2.33 -2.26  C41 1.415, C55 1.487, H98 1.023
95 O 0.47 2.25 4.90  C39 1.412, C62 1.418
96 C -5.93 2.53 -3.76  N1 1.468, C61 1.526, C69 1.536, H97 1.094
97 H -6.78 2.91 -3.18  C96 1.094
98 H 1.56 3.33 -2.06  N94 1.023
99 H -4.16 1.23 -6.04  C85 1.093
100 H 0.10 4.85 8.20  C81 1.091
101 H -6.72 3.13 -5.71  C69 1.097

LUMO level: -1.54 eV
highest occupied orbital energy: -8.7 eV
net charge: 0
SMILES: CCCNC1=CC(=O)C(CC(=O)Cl)=C(P(O)(O)=S)C1=O.COC[C@@H](C)N.COC[C@@H](C)N.COC[C@@H](C)N.COC[C@@H](C)N


No. 2
Computed, not measured: 9 unconnected molecules or ions with the total composition C27H58BBrN3O15PS8 in a non-equilibrium geometry, with ωB97M-V with the def2-TZVPD basis set.

Each atom is followed by the atoms it is bonded to, with distances in Å.
Cartesian coordinates (Å):
1 S 7.04 3.51 -5.12  C41 1.802, O55 1.488, C57 1.802
2 H 7.49 4.20 -2.89  C41 1.090
3 H 8.62 4.58 -6.57  C57 1.091
4 H -12.06 -5.53 2.82  C108 1.091
5 O 7.61 1.24 1.90  S51 1.492
6 O 0.44 6.92 0.44  N39 1.176
7 H -2.43 -7.61 1.31  C65 1.091
8 H -2.73 -2.97 0.03  C22 1.089
9 H 8.53 3.08 4.01  C89 1.089
10 C -0.82 0.84 -1.34  Br43 1.938, C74 1.563, C91 1.351
11 H -2.00 -7.29 -0.39  C65 1.090
12 H 8.80 4.69 -3.99  C41 1.091
13 H -6.55 -3.09 0.12  C56 1.091
14 H 9.21 1.81 5.05  C89 1.091
15 S 4.88 2.68 -1.05  C45 1.798, C72 1.769, O95 1.481
16 H 3.11 7.30 4.76  C109 1.091
17 S 1.78 5.32 4.49  C67 1.801, O106 1.488, C109 1.803
18 O -4.59 -5.75 3.92  S92 1.492
19 H -1.56 -4.22 2.97  C53 1.090
20 H -0.37 -2.71 -3.98  O71 0.972
21 H 0.68 -3.27 -1.95  C32 1.124
22 C -3.78 -2.67 -0.01  H8 1.089, H29 1.089, S80 1.799, H88 1.092
23 H -13.63 -8.11 3.59  C34 1.091
24 H 2.69 5.76 -5.33  N59 1.016
25 N 1.29 2.13 -6.80  H62 1.023, P111 1.573
26 H 0.73 6.72 2.85  C67 1.090
27 H -0.84 -2.94 -1.08  C32 1.129
28 H -5.90 -3.28 4.85  C90 1.090
29 H -3.84 -1.63 -0.32  C22 1.089
30 C 1.66 5.17 -2.54  C64 1.478, H85 1.112, C113 1.447
31 C 0.32 3.13 -2.11  C74 1.537, C77 1.468, C113 1.464
32 C 0.07 -2.43 -1.51  H21 1.124, H27 1.129, B40 1.599, H54 1.116
33 H 3.98 4.83 -4.73  N59 1.023
34 C -12.63 -8.26 3.17  H23 1.091, H66 1.091, H81 1.089, S102 1.802
35 O 3.31 1.09 -5.35  H105 0.984, P111 1.639
36 C 8.84 -0.52 3.46  S51 1.801, H61 1.091, H68 1.091, H97 1.089
37 H 4.10 5.84 4.53  C109 1.089
38 H 3.30 6.58 3.13  C109 1.091
39 N 0.24 6.46 -0.62  O6 1.176, O48 1.381
40 B -0.42 -1.39 -2.61  C32 1.599, O71 1.409, C91 1.623
41 C 7.71 4.62 -3.87  S1 1.802, H2 1.090, H12 1.091, H100 1.091
42 C -7.12 -6.50 3.62  H52 1.089, H73 1.091, H78 1.089, S92 1.799
43 Br -1.68 -0.03 0.17  C10 1.938
44 H -3.10 -4.71 2.20  C53 1.089
45 C 5.25 1.40 0.16  S15 1.798, H46 1.088, H63 1.088, H75 1.092
46 H 5.95 0.70 -0.29  C45 1.088
47 H -7.56 -3.92 4.74  C90 1.091
48 O 0.24 5.08 -0.53  N39 1.381, C113 1.394
49 H -6.25 -1.94 -1.22  C56 1.091
50 H 3.33 4.40 -0.68  C72 1.088
51 S 7.78 0.92 3.35  O5 1.492, C36 1.801, C89 1.802
52 H -6.89 -7.57 3.63  C42 1.089
53 C -2.10 -5.05 2.50  H19 1.090, H44 1.089, H76 1.089, S101 1.798
54 H 0.59 -1.96 -0.64  C32 1.116
55 O 5.56 3.57 -5.03  S1 1.488
56 C -6.27 -2.99 -0.93  H13 1.091, H49 1.091, S80 1.803, H104 1.089
57 C 7.53 4.51 -6.54  S1 1.802, H3 1.091, H58 1.089, H114 1.091
58 H 7.18 4.02 -7.45  C57 1.089
59 N 3.12 5.34 -4.51  H24 1.016, H33 1.023, C64 1.436
60 O -10.10 -7.49 3.48  S102 1.490
61 H 9.09 -0.72 4.51  C36 1.091
62 H 1.46 2.66 -7.66  N25 1.023
63 H 5.71 1.85 1.03  C45 1.088
64 C 2.20 4.54 -3.77  C30 1.478, N59 1.436, C79 1.473
65 C -2.36 -6.84 0.54  H7 1.091, H11 1.090, H69 1.091, S101 1.800
66 H -12.59 -7.88 2.14  C34 1.091
67 C 0.56 6.51 3.91  S17 1.801, H26 1.090, H86 1.091, H87 1.089
68 H 9.76 -0.36 2.89  C36 1.091
69 H -3.34 -6.38 0.36  C65 1.091
70 H -13.08 -5.68 4.28  C108 1.091
71 O -0.92 -1.93 -3.81  H20 0.972, B40 1.409
72 C 3.71 3.58 -0.07  S15 1.769, H50 1.088, H107 1.091, H112 1.091
73 H -7.09 -6.13 2.60  C42 1.091
74 C -0.71 2.39 -1.24  C10 1.563, C31 1.537, O96 1.204
75 H 4.34 0.88 0.44  C45 1.092
76 H -2.19 -5.87 3.21  C53 1.089
77 C 0.84 2.48 -3.32  C31 1.468, C79 1.474, C93 1.549
78 H -8.11 -6.35 4.05  C42 1.089
79 C 1.79 3.19 -4.20  C64 1.473, C77 1.474, P111 1.862
80 S -4.63 -3.71 -1.19  C22 1.799, C56 1.803, O99 1.492
81 H -12.39 -9.32 3.17  C34 1.089
82 O 0.36 0.53 -4.68  C93 1.193
83 O -1.24 -4.47 0.05  S101 1.497
84 H -6.55 -3.78 3.27  C90 1.091
85 H 2.01 6.19 -2.27  C30 1.112
86 H 0.63 7.43 4.49  C67 1.091
87 H -0.43 6.08 4.03  C67 1.089
88 H -4.22 -2.79 0.98  C22 1.092
89 C 8.98 2.09 4.02  H9 1.089, H14 1.091, S51 1.802, H103 1.091
90 C -6.54 -3.99 4.34  H28 1.090, H47 1.091, H84 1.091, S92 1.803
91 C -0.33 0.22 -2.44  C10 1.351, B40 1.623, C93 1.570
92 S -5.90 -5.65 4.63  O18 1.492, C42 1.799, C90 1.803
93 C 0.32 1.05 -3.60  C77 1.549, O82 1.193, C91 1.570
94 H 3.51 3.14 -7.44  O110 0.976
95 O 4.09 2.06 -2.14  S15 1.481
96 O -1.47 2.95 -0.49  C74 1.204
97 H 8.31 -1.38 3.05  C36 1.089
98 H -11.43 -5.03 4.40  C108 1.089
99 O -4.66 -5.10 -0.63  S80 1.492
100 H 7.26 5.60 -3.97  C41 1.091
101 S -1.18 -5.58 1.05  C53 1.798, C65 1.800, O83 1.497
102 S -11.42 -7.40 4.18  C34 1.802, O60 1.490, C108 1.802
103 H 9.88 2.09 3.41  C89 1.091
104 H -6.98 -3.53 -1.55  C56 1.089
105 H 3.65 1.16 -4.42  O35 0.984
106 O 1.61 5.20 5.97  S17 1.488
107 H 4.18 3.97 0.82  C72 1.091
108 C -12.07 -5.74 3.89  H4 1.091, H70 1.091, H98 1.089, S102 1.802
109 C 3.21 6.37 4.20  H16 1.091, S17 1.803, H37 1.089, H38 1.091
110 O 3.51 3.47 -6.53  H94 0.976, P111 1.681
111 P 2.45 2.41 -5.76  N25 1.573, O35 1.639, C79 1.862, O110 1.681
112 H 2.88 2.92 0.20  C72 1.091
113 C 0.72 4.48 -1.69  C30 1.447, C31 1.464, O48 1.394
114 H 7.09 5.50 -6.47  C57 1.091

LUMO level: -0.63 eV
highest occupied orbital energy: -8.1 eV
net charge: 0


Number 1: frontier orbital gap 7.20 eV. Number 2: frontier orbital gap 7.51 eV.